No. 1
The following is a quantum chemistry calculation of 2 unconnected molecules or ions with the total composition C2H2NO4, from OMol25.

Positions of all 9 atoms, in Å:
O1 -0.57192 -1.29102 -0.79744
O2 0.88082 -2.07795 0.69939
O3 4.35756 0.05862 -0.14429
O4 2.05334 0.58798 0.49465
N1 3.39301 -0.06958 -0.64729
C1 0.90910 0.20021 0.52484
C2 0.37599 -1.19979 0.07440
H1 0.18390 0.74436 1.15670
H2 -0.95925 -0.48396 -1.17630

Calculated values
Total charge: +1
Highest occupied orbital energy in hartree: -0.5700
2S+1: 1
F_max in eV Å⁻¹: 2.54
Orbital gap in eV: 8.02


No. 2
The following is a quantum chemistry calculation of a molecular structure, C32H72O10S10, from OMol25.

Positions of all 124 atoms, in Å:
S1 -3.24884 3.34472 -1.74606
S2 0.97084 -3.17267 -4.75052
S3 -4.42688 3.55555 3.08825
S4 5.35395 1.95710 1.33501
S5 4.84815 -2.06833 -2.63559
S6 2.15906 2.69545 -4.51541
S7 -0.29305 1.04923 -0.12858
S8 -3.59353 -4.53274 1.12931
S9 -1.64405 0.35848 -4.78076
S10 1.11459 4.66381 4.21319
O1 5.16162 2.01346 2.80686
O2 -3.54060 -4.30624 -0.38186
O3 -5.80055 3.02578 3.49844
O4 2.03595 2.91952 -6.00880
O5 5.69847 -0.85582 -2.05694
O6 1.87701 -1.96240 -4.65399
O7 -0.16779 4.45675 5.03883
O8 -1.45425 1.43002 -3.70616
O9 0.17915 0.80044 1.30822
O10 -2.79274 2.94446 -0.38299
C1 -0.05659 -3.86544 0.29860
C2 -0.65301 0.65190 -6.28018
C3 1.16094 -5.79072 1.12188
C4 -2.76348 5.07067 -1.91381
C5 2.06728 -5.06889 1.78107
C6 4.94349 3.60793 0.67893
C7 -1.21260 -0.01669 4.53402
C8 -1.73620 -2.24816 5.32962
C9 4.12447 0.99730 0.60651
C10 3.27556 4.00621 -3.96348
C11 -1.89938 -1.63729 6.77531
C12 3.18738 1.33371 -4.09824
C13 1.99418 -4.59085 -4.21469
C14 -1.34443 0.57729 5.86815
C15 -0.04929 -3.15257 -3.27366
C16 -5.15140 -5.40141 1.22440
C17 2.07127 -3.54633 1.81371
C18 -3.32721 2.02314 2.88088
C19 -3.60910 3.91805 4.53242
C20 0.07617 -5.19968 0.37062
C21 -1.64929 -0.13836 -0.33217
C22 0.79994 0.41960 -1.36488
C23 -3.24533 0.82288 -5.48846
C24 2.33326 3.51412 4.84162
C25 5.83836 -3.45851 -1.99507
C26 -4.07875 -3.00927 1.92329
C27 -1.72096 -0.28504 6.98712
C28 -5.03002 3.72637 -1.58648
C29 1.06073 -3.07760 0.94252
C30 -1.39310 -1.41920 4.25165
C31 3.49746 -2.32299 -1.44331
C32 0.76886 3.93162 2.57966
H1 -5.49562 2.92493 -1.28551
H2 -3.37486 1.33799 3.67302
H3 -0.97423 0.60105 3.58073
H4 -1.14007 0.23363 -7.01413
H5 -4.50069 -3.40015 2.93951
H6 2.69668 -1.68269 -1.76641
H7 -2.10147 -2.48117 7.50740
H8 -5.21714 4.68494 -0.94566
H9 2.79684 4.99179 -4.25340
H10 1.88335 0.76006 -1.06736
H11 -5.02431 -6.49060 0.76392
H12 3.91902 3.96227 0.84088
H13 -1.24073 -1.67516 3.25191
H14 -1.30831 -1.12583 -0.49809
H15 6.76745 -3.82431 -2.45637
H16 2.00003 -4.81883 -3.11360
H17 -0.84199 -2.46782 -3.22163
H18 -5.77596 -4.83563 0.66432
H19 -0.43492 1.59963 -6.53411
H20 6.06181 -2.99803 -1.22981
H21 -3.19157 1.74952 -6.01447
H22 -1.90234 -3.31137 5.33511
H23 2.81455 -5.69002 2.40444
H24 -2.59645 4.17084 4.05760
H25 2.89906 0.17815 -4.44651
H26 4.31958 -0.03947 1.15349
H27 0.18821 0.26778 -6.19115
H28 -0.49383 -4.02962 -3.06263
H29 -0.57946 -5.79050 -0.24084
H30 0.70103 -2.00144 1.17236
H31 2.97401 1.39534 -2.97115
H32 -3.03412 5.67219 -1.20855
H33 1.63158 4.10995 2.08563
H34 -1.84770 0.07102 7.92165
H35 -4.10833 0.68794 -5.11943
H36 1.61276 2.57599 4.86969
H37 0.42851 -3.05466 -2.33331
H38 -4.07936 4.68420 5.06110
H39 2.76878 3.66545 5.70348
H40 1.72324 -5.53914 -4.85645
H41 2.87426 -3.14094 2.53124
H42 2.96979 3.37563 3.97173
H43 -0.24201 4.27624 2.08863
H44 -2.17608 -0.05908 0.56322
H45 4.39598 0.89762 -0.42298
H46 -3.28155 5.56602 -2.80945
H47 2.98554 -3.26399 -1.39058
H48 1.27809 -6.95772 1.41616
H49 4.32312 3.84009 -4.79179
H50 -4.84585 -2.30221 1.25012
H51 -1.67597 5.11076 -2.03848
H52 0.80273 -0.78434 -1.39818
H53 -5.47705 3.93620 -2.46377
H54 -5.64677 -5.28073 2.20823
H55 5.22402 -4.37640 -1.89081
H56 -3.67447 1.69140 1.96093
H57 -3.26714 0.04462 -6.35357
H58 2.89042 -4.41912 -4.61408
H59 -2.34923 2.27288 2.89099
H60 -1.13314 1.53760 6.07715
H61 -0.77132 -3.38251 -0.19359
H62 3.12011 1.50133 0.88903
H63 -3.18926 -2.42328 1.90998
H64 3.44108 3.71547 -2.85678
H65 -3.55640 3.17555 5.21904
H66 0.59099 2.89849 2.54433
H67 5.10069 3.56670 -0.33871
H68 0.41009 0.79482 -2.32829
H69 5.43288 4.28360 1.23768
H70 -2.03252 0.43876 -1.24914
H71 4.29034 1.48260 -4.34677
H72 3.54992 -1.77266 -0.48514

Calculated values
Total charge: 0
Highest occupied orbital energy in hartree: -0.3053
2S+1: 1
F_max in eV Å⁻¹: 9.55
Orbital gap in eV: 8.42


No. 3
The following is a quantum chemistry calculation of 2 unconnected molecules or ions with the total composition C4H7NO, from OMol25.

Positions of all 13 atoms, in Å:
O1 1.74658 -1.92226 0.11219
N1 1.61240 0.36801 0.20491
C1 -1.47449 0.04004 -0.62411
C2 -0.77775 1.25037 -0.07511
C3 1.69418 -0.84097 -0.43167
C4 -1.50852 0.31628 0.84370
H1 -2.33651 0.76767 1.39355
H2 1.83170 1.22549 -0.28824
H3 -0.90669 -0.36339 1.45114
H4 1.63451 -0.74130 -1.53261
H5 -2.26037 0.30534 -1.33268
H6 1.64327 0.42861 1.21373
H7 -0.89832 -0.83389 -0.93481

Calculated values
Total charge: 0
Highest occupied orbital energy in hartree: -0.3318
2S+1: 1
F_max in eV Å⁻¹: 0.47
Orbital gap in eV: 8.97


No. 4
The following is a quantum chemistry calculation of 2 unconnected molecules or ions with the total composition CH4IN2O, from OMol25.

Positions of all 9 atoms, in Å:
I1 1.37554 -2.30541 -0.86669
O1 -0.43499 0.79189 -1.38661
N1 0.10453 1.57757 1.75358
N2 -1.00669 0.49533 -0.12640
C1 -0.43844 1.03005 0.88083
H1 -0.52877 0.05672 -1.98991
H2 0.71456 2.04494 2.33875
H3 -1.90423 -0.07328 -0.22851
H4 2.11848 -3.61782 -0.37504

Calculated values
⟨S²⟩: 2.02
Total charge: +1
Highest occupied orbital energy (spin up / spin down) in hartree: -0.4508 / -0.5019
2S+1: 3
F_max in eV Å⁻¹: 3.01
Orbital gap (spin up / spin down) in eV: 8.41 / 4.60


Energy relative to the best compared isomer or geometry (same formula, charge and spin) for every record listed, in sequence, given in kcal/mol: 18.9; 0.0; 114.7; 58.6.